1.
11
Properties=species:S:1:pos:R:3:forces:R:3 method="wB97M-V/def2-TZVPD" de_lowest_kj_mol=6.22 total_charge=+2 largest_force_ev_per_a=6.34
O 0.688379 0.474558 0.537857 5.130 2.351 -2.880
Sc 2.253796 1.029477 -0.413702 -3.831 -1.516 2.714
O 3.143397 -0.966756 -0.107842 -0.090 0.296 -0.093
C 2.920666 -1.988077 0.368819 0.180 -0.293 0.039
C -0.531877 -0.175264 0.368252 -2.149 -1.646 0.382
C -1.591224 0.646054 -0.347103 -0.062 0.518 -0.434
H -0.354456 -1.107623 -0.200684 0.054 0.210 0.348
H -0.910794 -0.465294 1.366632 0.471 0.165 -0.268
H -1.555681 0.463818 -1.432428 -0.001 0.250 0.302
H -2.600273 0.370221 -0.007562 0.417 -0.019 -0.038
H -1.461937 1.718887 -0.132240 -0.119 -0.317 -0.073

***

2.
103
Properties=species:S:1:pos:R:3:forces:R:3 method="wB97M-V/def2-TZVPD" de_lowest_kj_mol=0.00 total_charge=0 largest_force_ev_per_a=0.58
Na 0.093468 -0.742744 0.063683 -0.280 -0.352 0.374
C -0.454983 -1.053177 4.859052 -0.007 0.000 -0.047
N -0.974013 -0.303885 3.723444 0.005 0.078 0.059
C -2.246014 -0.745829 3.177101 0.044 -0.018 0.015
C -0.224481 0.583132 3.020821 -0.029 0.119 -0.062
N -0.612214 0.902610 1.813888 0.081 0.076 0.128
C -0.022079 1.983860 1.075171 0.075 0.157 -0.072
C 0.491347 3.216524 1.830358 -0.006 0.009 -0.032
C 0.318383 4.389988 0.926956 -0.017 0.036 0.008
C 0.215200 4.053394 -1.589813 0.005 -0.001 -0.018
C 0.515827 2.845230 -2.036843 -0.026 0.007 -0.010
C -0.018912 1.763032 -1.129582 0.060 0.048 -0.128
N -0.376322 0.538181 -1.793507 -0.046 0.086 -0.211
C -0.851659 0.530338 -2.993136 0.063 0.023 -0.070
N -1.557438 1.553113 -3.588361 -0.031 -0.061 -0.014
C -2.555342 2.298998 -2.857597 -0.002 0.009 0.008
C -1.358852 1.934362 -4.969345 0.007 0.025 -0.001
N -0.632198 -0.567121 -3.792991 -0.040 -0.025 0.087
C -1.655958 -1.082254 -4.683547 0.018 0.031 0.004
C 0.387181 -1.523049 -3.409875 -0.006 0.014 0.001
N 0.886509 1.109701 3.668598 -0.084 -0.209 0.102
C 0.822127 1.593533 5.029567 -0.014 -0.024 -0.028
C 2.217179 0.985761 3.114424 -0.012 0.024 -0.012
H -0.723190 -2.099902 4.735972 -0.007 0.002 0.018
H -0.857600 -0.687390 5.807645 0.005 0.012 0.004
H 0.627903 -1.012844 4.883046 0.073 0.036 0.008
H -2.604643 -1.576309 3.780991 -0.027 0.044 0.026
H -2.126588 -1.093980 2.151758 -0.015 -0.035 0.001
H -2.988248 0.056885 3.208710 0.029 0.006 -0.041
H 0.326922 3.285024 2.892935 0.003 -0.022 0.017
H 0.136571 5.365957 1.357563 -0.010 0.001 -0.007
H 0.536770 4.983896 -2.041373 -0.011 0.002 0.015
H 1.126045 2.620091 -2.903520 0.003 -0.008 0.012
H -2.795380 1.775677 -1.935444 0.002 0.011 -0.017
H -3.468131 2.364179 -3.458077 0.004 -0.002 0.002
H -2.223542 3.314899 -2.619355 -0.001 -0.005 -0.001
H -0.535320 1.367569 -5.396493 0.001 -0.001 0.001
H -1.110789 2.999109 -5.022091 0.000 -0.004 0.000
H -2.254996 1.765417 -5.576133 0.000 -0.001 0.010
H -2.503743 -0.403215 -4.721667 0.007 -0.002 0.002
H -2.014726 -2.054306 -4.329489 0.014 -0.012 0.001
H -1.261535 -1.216791 -5.693609 -0.016 0.004 -0.008
H 1.234958 -1.003179 -2.971866 0.000 0.002 0.005
H 0.715158 -2.062858 -4.299573 0.005 0.005 0.005
H 0.021549 -2.259276 -2.682326 -0.008 -0.004 0.001
H -0.210896 1.628975 5.368639 -0.018 -0.005 -0.008
H 1.229641 2.610923 5.073228 0.005 -0.005 -0.004
H 1.397805 0.975808 5.726431 0.002 -0.027 -0.013
H 2.170117 0.535245 2.124870 0.002 0.018 0.053
H 2.830596 0.336124 3.748804 -0.012 0.022 -0.002
H 2.705150 1.962570 3.042387 0.001 -0.014 -0.008
C 5.540061 -2.949061 -2.383395 -0.026 0.024 0.014
C 4.253556 -3.327187 -2.030516 0.025 -0.023 -0.022
C 3.374429 -2.387131 -1.515559 -0.023 0.011 -0.010
C 3.780447 -1.067397 -1.354179 0.103 -0.153 -0.038
C 5.075397 -0.686510 -1.701308 -0.030 0.067 0.007
C 5.946830 -1.628835 -2.215248 0.017 -0.025 -0.014
N 2.803250 -0.185291 -0.810659 -0.114 0.015 -0.113
N 3.188960 0.983756 -0.650130 0.308 -0.012 -0.001
C 2.236090 1.838250 -0.072095 -0.197 0.315 0.071
C 2.625751 3.025351 0.403771 -0.002 -0.095 -0.012
C 1.723515 3.858586 1.224022 -0.071 0.017 0.006
C -0.532343 4.002757 -0.281677 0.028 -0.017 0.032
C -0.900871 2.510077 -0.089927 -0.024 0.026 0.000
N 0.911056 1.418695 0.018893 0.066 0.086 0.126
H 6.230494 -3.681002 -2.781613 0.001 -0.001 0.002
H 3.935831 -4.355068 -2.145526 -0.004 0.005 0.006
H 2.372972 -2.675103 -1.217799 0.028 -0.012 -0.040
H 5.380799 0.340725 -1.560478 0.001 -0.008 -0.004
H 6.954439 -1.337706 -2.482658 -0.004 0.005 -0.003
H 3.671089 3.298188 0.335848 -0.009 0.004 -0.012
H 2.255625 4.533693 1.882999 0.028 -0.011 -0.001
H -1.416315 4.644058 -0.282589 0.002 0.010 -0.020
H -1.966602 2.305040 -0.043566 0.030 -0.033 0.020
F -6.978214 -1.419704 -2.580594 0.007 0.075 -0.006
C -6.321335 -0.263184 -2.390952 -0.008 -0.003 0.001
F -6.075699 0.253957 -3.613390 -0.024 -0.021 0.033
F -7.151455 0.580510 -1.762257 0.012 -0.050 -0.039
C -5.038686 -0.475047 -1.635284 -0.025 -0.013 -0.007
C -4.738674 0.254628 -0.501665 -0.001 0.026 0.020
C -3.508180 0.036326 0.106329 0.076 0.066 0.003
N -2.612587 -0.833398 -0.346158 -0.103 -0.102 -0.021
C -2.932818 -1.552743 -1.420089 -0.023 0.051 0.015
C -4.127606 -1.409198 -2.103870 0.027 -0.015 -0.027
H -5.431778 0.981766 -0.102495 0.009 -0.009 0.002
H -3.208934 0.598535 0.984095 -0.009 -0.010 -0.013
H -2.194593 -2.274587 -1.752690 -0.001 -0.017 0.007
H -4.342236 -2.009318 -2.978373 0.003 0.000 0.009
C -0.564946 -3.364238 0.675666 -0.244 -0.057 0.237
C 0.357129 -3.272842 1.687284 -0.017 -0.016 -0.093
C 1.551747 -2.461249 1.636809 0.063 0.000 0.009
C 2.415370 -2.363741 2.696167 0.024 0.012 -0.076
C 2.200326 -3.059114 3.895455 -0.010 0.033 0.021
C 1.075957 -3.918156 3.954760 -0.040 0.023 -0.047
C 0.197778 -4.019161 2.917426 0.099 0.007 0.052
C 3.051757 -2.865364 5.014299 0.016 -0.147 0.023
N 3.728751 -2.707310 5.938286 -0.018 0.077 -0.030
H -1.454561 -3.972555 0.789489 0.056 0.003 -0.010
H -0.531061 -2.779420 -0.227896 0.225 -0.070 -0.354
H 1.842584 -1.967945 0.711595 -0.013 -0.094 0.143
H 3.305186 -1.749837 2.597329 -0.020 -0.024 0.009
H 0.905880 -4.498372 4.854915 0.012 0.012 0.009
H -0.650160 -4.690084 2.998806 0.006 -0.002 -0.010

***

3.
20
Properties=species:S:1:pos:R:3:forces:R:3 method="wB97M-V/def2-TZVPD" de_lowest_kj_mol=433.49 total_charge=0 largest_force_ev_per_a=4.77
C 0.725441 0.668719 1.956783 0.402 0.187 -0.236
C -1.654109 -1.711898 0.073527 0.246 0.101 -0.053
C -0.376006 0.460904 -0.466707 -2.811 -1.976 2.626
C 0.700222 -0.111146 0.690161 -0.615 1.298 -4.148
N -0.431517 1.756941 -0.990974 0.677 0.479 -0.070
N 1.805488 -0.819417 -1.432855 -1.092 0.967 0.130
C 1.543115 0.098986 -0.391863 3.159 -2.132 2.865
C -1.479080 -0.308549 -0.412100 -0.381 0.388 -0.688
H -1.360412 2.148077 -1.067816 -0.009 -0.133 0.050
H 0.207334 2.422094 -0.582332 0.004 -0.056 0.038
H 0.967786 -1.326937 -1.686174 -0.078 -0.309 0.076
H 2.201890 -0.425086 -2.274326 0.150 0.273 0.094
H 2.448977 0.656509 -0.145380 0.517 0.746 -0.763
H -2.413706 0.153704 -0.722185 -0.184 0.047 -0.492
H 1.721003 0.533008 2.387946 -0.092 0.072 0.292
H 0.551414 1.744671 1.836147 0.032 0.027 -0.017
H -0.037612 0.291565 2.637758 0.128 0.008 0.126
H -0.699063 -2.210389 0.203828 0.101 0.011 0.095
H -2.178603 -1.733392 1.031367 -0.086 -0.023 0.026
H -2.242563 -2.288365 -0.644805 -0.068 0.027 0.050

***

4.
104
Properties=species:S:1:pos:R:3:forces:R:3 method="wB97M-V/def2-TZVPD" de_lowest_kj_mol=19.40 total_charge=+1 largest_force_ev_per_a=2.01
C 0.762413 -4.401734 0.427857 0.021 -0.198 -0.231
C 0.185564 -3.155443 -0.232874 0.220 0.220 -0.120
N -1.278428 -2.999874 -0.089612 1.377 0.623 -0.412
C -1.813297 -2.116978 0.958446 -1.564 -1.135 0.562
C -3.204061 -2.776488 1.146420 0.681 -0.592 -0.438
N -2.902740 -4.214826 0.868688 -0.389 -0.074 -0.750
C -2.077579 -4.028751 -0.277622 -0.425 0.651 1.738
N -2.175284 -4.784595 -1.315928 0.060 -1.181 -0.624
H 0.186648 -5.314788 0.271525 -0.141 -0.019 -0.089
H 0.939992 -4.275413 1.488790 -0.178 0.101 0.231
H 1.730597 -4.579511 -0.026591 0.244 -0.080 -0.028
H 0.614513 -2.301863 0.278782 -0.033 0.245 -0.280
H 0.481444 -3.096655 -1.277452 -0.085 0.067 -0.165
H -1.263894 -2.245907 1.888172 0.434 0.482 -0.015
H -1.981085 -1.107402 0.628630 0.701 0.397 -0.009
H -3.656225 -2.712829 2.120854 -0.157 0.422 0.147
H -3.850870 -2.486644 0.329646 -0.512 0.469 0.225
H -2.174066 -4.418874 1.561082 -0.358 -0.553 0.242
H -1.564294 -4.723284 -2.116455 -0.055 0.227 0.036
H -2.873814 -5.515358 -1.296425 0.136 -0.055 0.027
C -1.815529 2.222815 0.035121 0.077 0.244 -0.151
C -2.803967 1.460419 0.777486 0.017 0.056 0.034
N -3.583228 0.856976 1.369623 0.081 -0.136 -0.011
H -2.200080 3.174394 -0.341954 -0.164 -0.483 0.305
H -0.951374 2.448397 0.657292 -0.063 -0.043 0.136
H -1.464200 1.658411 -0.825780 -0.104 -0.064 -0.005
C -2.272158 2.975433 4.339523 -0.302 -0.251 0.281
C -1.278214 3.725004 3.589174 0.052 -0.019 0.005
N -0.488032 4.310450 2.996374 -0.074 -0.052 -0.059
H -2.778627 2.246894 3.707825 0.053 0.054 -0.156
H -1.814923 2.437799 5.169459 0.159 0.119 -0.010
H -3.031722 3.636089 4.754655 0.064 0.109 -0.064
C 1.344912 0.316310 -2.352145 0.158 0.115 -0.353
C 0.878604 0.145327 -0.986364 0.132 0.031 0.004
N 0.525913 0.010102 0.100036 0.012 -0.034 -0.120
H 2.322597 0.798218 -2.366871 -0.017 0.049 0.162
H 1.440687 -0.637388 -2.877246 -0.121 0.118 0.218
H 0.659213 0.943615 -2.923775 -0.086 -0.019 0.081
C -2.227441 7.145154 -1.111819 -0.145 0.345 0.072
C -1.802499 5.765986 -1.295662 -0.067 0.040 0.082
N -1.464636 4.678416 -1.442351 0.111 0.456 -0.283
H -2.081217 7.461070 -0.079884 0.064 -0.122 0.024
H -1.660194 7.819493 -1.752834 0.046 -0.088 -0.047
H -3.282646 7.262101 -1.354005 -0.003 -0.127 -0.030
C 1.262971 7.184193 -2.442006 0.025 -0.063 0.063
C 1.144957 8.276980 -3.397542 -0.004 -0.004 0.030
N 1.051904 9.138213 -4.150536 -0.076 0.003 -0.002
H 1.729872 7.512045 -1.515884 0.055 0.108 -0.062
H 0.285424 6.778827 -2.191707 0.028 0.001 -0.093
H 1.863826 6.370862 -2.836543 0.044 0.062 -0.124
C 2.091802 3.361999 0.934739 -0.005 -0.209 0.366
C 2.398151 4.258331 -0.168726 -0.035 0.021 -0.007
N 2.639906 4.966402 -1.039446 0.049 -0.205 0.144
H 1.544803 3.873920 1.726197 -0.030 0.137 -0.117
H 1.484444 2.520863 0.604087 0.003 0.035 -0.126
H 3.005429 2.959304 1.370790 0.078 0.061 -0.102
C 0.715962 -4.598099 -4.920542 -0.096 -0.292 -0.033
C 1.059615 -3.206327 -4.674052 0.018 -0.022 -0.036
N 1.346849 -2.112336 -4.479237 -0.032 -0.145 -0.041
H 0.485717 -4.768819 -5.970433 0.043 0.096 -0.027
H 1.535460 -5.262320 -4.655574 0.068 0.074 -0.032
H -0.156836 -4.897240 -4.340574 -0.033 0.116 0.000
C 1.075706 0.551107 -7.066565 0.366 -0.131 -0.301
C -0.043250 0.854392 -6.189772 0.040 0.086 -0.019
N -0.925532 1.111764 -5.502345 0.008 -0.031 0.109
H 0.826840 -0.251382 -7.759465 -0.154 -0.012 0.068
H 1.363669 1.418546 -7.658463 -0.130 0.116 0.110
H 1.947805 0.234110 -6.496998 -0.092 0.024 0.154
C -0.432458 -0.831047 6.269449 -0.108 -0.379 0.004
C -0.040016 0.560039 6.428286 -0.017 0.005 0.028
N 0.262380 1.659454 6.553679 -0.003 0.030 -0.066
H -0.724297 -1.037822 5.240583 0.036 0.114 -0.028
H 0.387305 -1.500684 6.525669 0.065 0.096 0.010
H -1.277482 -1.070450 6.913598 -0.002 0.143 0.044
C 5.011150 -6.884538 -4.728819 0.335 0.019 0.142
C 3.673634 -7.069568 -5.271532 0.032 -0.039 -0.081
N 2.623637 -7.214925 -5.712811 0.002 0.077 0.124
H 5.759908 -6.928208 -5.517843 -0.096 -0.019 -0.087
H 5.102688 -5.918569 -4.234256 -0.108 0.023 -0.038
H 5.246823 -7.658803 -4.000564 -0.108 -0.053 -0.027
C 0.176626 -6.772530 3.862785 -0.102 -0.348 0.015
C 0.627071 -5.397097 4.012742 -0.018 -0.032 0.049
N 0.980055 -4.310498 4.125573 -0.099 0.022 -0.085
H -0.081523 -6.989090 2.826760 0.046 0.104 -0.028
H 0.954091 -7.471641 4.166453 0.071 0.094 0.026
H -0.702862 -6.963677 4.475760 0.013 0.114 0.049
C -4.412558 4.405645 8.145610 -0.125 0.336 0.063
C -3.951717 3.043913 7.922066 0.015 -0.001 0.014
N -3.585909 1.971093 7.745772 0.021 -0.044 -0.092
H -4.246469 4.708033 9.178101 0.054 -0.109 0.021
H -3.883075 5.107447 7.502896 0.073 -0.091 -0.033
H -5.477356 4.496195 7.936942 -0.002 -0.122 -0.023
C -0.928840 4.789545 -4.830912 -0.488 0.004 -0.016
C 0.492821 4.667175 -5.107866 -0.012 0.019 0.012
N 1.615878 4.570583 -5.323951 0.010 -0.084 0.005
H -1.369791 3.815429 -4.621521 0.147 -0.072 -0.010
H -1.112203 5.425424 -3.968744 0.185 0.016 0.026
H -1.463012 5.217767 -5.678252 0.170 0.011 -0.097
C 3.924741 -2.910103 3.301751 -0.312 0.026 0.079
C 5.337980 -3.062494 2.990067 -0.006 0.043 -0.024
N 6.450182 -3.182826 2.736941 0.001 -0.030 -0.026
H 3.466208 -3.868869 3.531835 0.099 -0.045 0.012
H 3.777637 -2.260664 4.162961 0.118 0.009 0.012
H 3.382118 -2.474930 2.463066 0.113 0.027 -0.057